(1)
C27H37BBeCl3N7O18SV2 as an isolated structure. Source: the OMol25 dataset; level of theory: ωB97M-V with the def2-TZVPD basis set.

```
97
Properties=species:S:1:pos:R:3:forces:R:3:lowdin_charge:R:1
C -4.7796 -2.2162 0.9887 0.16 0.15 -0.18 -0.068
O -3.4549 -1.9921 1.4616 -0.30 0.31 0.46 -0.166
C -2.8367 -0.9962 0.6976 0.18 -0.54 -1.11 -0.226
N -1.5957 -0.5214 1.2860 -0.98 -1.02 0.49 0.006
C -0.5922 -1.6360 1.4541 1.63 0.89 -1.02 -0.084
C 0.4756 -1.5514 0.3374 -0.90 -0.05 -0.22 -0.144
C 0.1767 -2.4410 -0.8892 1.24 0.25 -0.05 -0.151
C -0.2033 -1.5616 -2.0758 0.03 -0.66 0.09 -0.128
N 0.8743 -0.6357 -2.3944 -2.80 -0.44 0.49 -0.129
C 2.1312 -0.8928 -2.7238 1.71 -0.66 -0.30 -0.085
C 2.7964 0.3001 -2.8897 -0.07 -0.36 0.01 -0.059
C 1.8395 1.2823 -2.6698 0.22 1.78 -0.03 -0.088
C 0.6391 0.7017 -2.3551 1.05 0.32 -0.41 -0.105
C -1.7787 0.2075 2.4237 -0.12 0.37 0.38 -0.357
N -2.9077 0.1169 3.1836 0.15 1.09 -0.29 0.221
N -0.8574 1.0536 2.8084 0.61 0.22 -0.55 0.101
C 0.4067 1.3038 2.1049 -0.01 -0.01 0.57 -0.170
C 1.0278 2.7161 2.3685 -1.03 -0.40 -0.80 -0.469
S 1.4083 3.6046 0.8403 1.01 -0.21 -0.03 1.045
C -0.2111 3.8116 0.2882 0.67 0.10 0.20 -0.719
N -1.1263 4.4170 0.9453 0.12 0.12 0.74 0.039
N -2.2288 4.3435 0.1659 -2.46 0.89 0.57 0.062
C -1.9481 3.7345 -0.9102 0.96 -0.13 0.11 -0.112
O -0.6341 3.3727 -0.8815 0.09 -0.75 -1.25 0.049
H -5.3150 -2.8180 1.7101 0.11 -0.25 0.11 0.093
H -4.7298 -2.7142 0.0193 -0.20 -0.13 -0.07 0.095
H -5.3211 -1.2736 0.8739 0.01 0.09 0.00 0.089
H -2.5656 -1.4472 -0.2638 0.16 0.13 -0.13 0.130
H -3.5184 -0.1754 0.4459 0.03 0.24 0.43 0.123
H -0.0725 -1.4927 2.3975 -0.27 -0.25 0.38 0.106
H -1.0607 -2.6078 1.3704 -0.49 0.03 0.55 0.120
H 0.4498 -0.5334 -0.0441 0.28 0.18 0.18 0.078
H 1.4743 -1.7041 0.7332 0.05 -0.27 0.11 0.122
H 1.1114 -2.9303 -1.1636 -0.06 -0.33 -0.05 0.091
H -0.5372 -3.2390 -0.7028 -0.26 0.06 0.04 0.115
H -1.0600 -0.9586 -1.7870 -0.13 0.18 -0.23 0.104
H -0.4672 -2.1459 -2.9546 -0.02 -0.10 -0.06 0.133
H 2.5359 -1.8821 -2.8367 -0.26 -0.28 0.07 0.109
H 3.8325 0.4236 -3.1297 0.18 0.05 -0.12 0.099
H 2.0178 2.3394 -2.7349 -0.06 0.21 0.04 0.087
H -0.2972 1.1641 -2.1362 -0.39 -0.13 0.08 0.094
H -3.7520 0.2501 2.6328 -0.56 -0.74 -0.12 0.066
H -2.9324 0.8690 3.8645 -0.02 -0.15 0.36 0.111
H -1.0073 1.5896 3.6499 0.01 -0.30 0.26 -0.001
H 1.1031 0.5440 2.4588 0.27 0.01 -0.09 0.105
H 0.2318 1.1798 1.0423 -0.06 -0.06 -0.11 0.094
H 0.3029 3.3656 2.9590 0.84 -0.53 -0.78 -0.074
H 1.9613 2.5899 2.8990 0.02 0.37 0.38 0.080
H -2.5742 3.4863 -1.7492 0.15 0.01 -0.15 0.146
B 2.0691 5.7298 -5.7330 0.32 0.46 -2.26 -0.884
O 1.2612 5.5414 -4.4399 -1.05 0.18 0.88 -0.087
C 2.1188 5.3003 -3.4180 -0.30 -0.23 0.95 -0.369
O 1.8045 5.1149 -2.2951 -0.06 0.03 0.16 0.173
C 3.5424 5.3128 -4.0116 0.70 0.09 -1.04 -0.373
O 4.5308 5.1308 -3.3831 -0.13 -0.08 0.41 0.210
O 3.4712 5.5597 -5.3125 -0.93 -0.10 0.94 0.267
O 1.6850 4.7407 -6.7278 -0.02 0.33 0.51 0.233
C 1.2533 5.3829 -7.8259 -0.07 -0.53 -0.11 -0.370
O 0.8683 4.8638 -8.8221 -0.03 0.01 -0.06 0.189
C 1.3456 6.8842 -7.5524 -0.01 0.54 0.02 -0.371
O 1.0460 7.7609 -8.2948 -0.02 0.00 -0.05 0.191
O 1.8269 7.0434 -6.3081 -0.07 -0.48 0.39 0.230
Cl 0.1196 2.5364 5.2744 -1.04 2.42 -0.41 0.168
O 2.4133 -0.4079 7.8694 -0.34 0.10 -1.45 -0.582
V 1.9074 -0.5903 6.2873 0.00 -0.61 1.04 0.947
O 1.4154 -0.7655 4.6664 0.01 0.41 0.13 -0.659
O -3.2284 3.0657 2.8629 2.35 1.48 1.66 -0.245
H -2.8617 3.6855 2.2118 -0.52 0.08 -0.20 -0.019
H -3.2137 2.2196 2.4054 -0.42 -0.04 -0.45 -0.108
O -2.0492 -0.0804 -6.2277 0.10 1.16 0.82 -0.594
V -1.7070 1.3275 -5.3873 0.56 -0.19 -0.20 1.038
O -1.3894 2.7496 -4.5165 -0.52 -0.86 -0.26 -0.648
C -2.4301 -6.1302 4.1420 0.00 0.01 0.00 -0.068
C -2.5798 -5.4341 5.3339 0.03 -0.06 -0.13 -0.061
C -1.5021 -4.7600 5.8833 -0.18 0.09 0.20 0.001
C -0.2873 -4.7911 5.2247 -0.17 -0.10 -0.04 -0.145
C -0.1184 -5.4846 4.0409 0.15 -0.08 -0.24 -0.002
C -1.1998 -6.1584 3.4987 -0.12 0.03 0.07 -0.064
N 0.8516 -4.0587 5.7896 0.10 0.02 0.04 -0.344
O 0.6815 -3.4676 6.8458 0.02 0.32 -0.15 0.057
O 1.8950 -4.0738 5.1786 0.04 0.02 -0.03 0.090
H -3.2751 -6.6518 3.7125 0.00 -0.01 0.00 0.108
H -3.5379 -5.4146 5.8340 0.00 0.01 0.03 0.109
H -1.6170 -4.2185 6.8103 0.14 0.05 0.00 0.121
H 0.8381 -5.5034 3.5403 0.06 0.08 0.10 0.121
H -1.0843 -6.7035 2.5723 0.03 -0.01 -0.01 0.109
Cl -5.2533 2.4072 1.6201 -0.52 -0.90 -0.65 -0.167
C 4.7468 -3.9129 -3.1270 0.35 0.62 -0.42 -0.061
C 4.0583 -5.1887 -2.5241 0.78 -0.40 0.22 -0.423
O 2.8311 -4.8376 -2.1767 -0.03 -0.11 -0.01 -0.051
H 4.7911 -3.1161 -2.3868 -0.13 -0.11 0.12 0.069
H 5.7687 -4.1466 -3.4334 -0.03 -0.26 0.09 0.078
H 4.2093 -3.5546 -4.0029 -0.14 -0.10 0.05 0.072
H 4.7334 -5.5439 -1.7225 -0.31 0.30 0.37 0.106
H 4.1666 -5.9684 -3.3058 -0.56 0.23 -0.36 0.120
Be -0.6702 4.1881 4.0896 0.00 -2.77 1.06 0.647
Cl -0.6767 6.0176 -3.8776 1.53 -0.42 -0.64 0.664
```
Positions in Å, forces in eV/Å.

Calculated values
LUMO (Ha): -0.21827
Gap between HOMO and LUMO (eV): 1.37


(2)
C8H10N2 in the gas phase. Source: the OMol25 dataset; level of theory: ωB97M-V with the def2-TZVPD basis set.

```
20
Properties=species:S:1:pos:R:3:forces:R:3:lowdin_charge:R:1
C -0.5155 -1.6880 0.2535 -1.29 0.47 0.10 -0.130
C 1.9522 -1.6547 0.0165 -1.47 0.18 0.09 -0.102
C -0.7630 -0.4088 0.0569 -0.10 0.93 -0.09 0.001
C 1.9970 -0.3766 0.1699 -1.33 -0.09 0.00 -0.091
C 0.6920 -2.4306 -0.1642 1.28 0.56 -0.16 -0.209
C -1.0390 0.8812 -0.1640 0.65 -2.57 1.24 -0.358
C -1.9064 1.2778 -1.3036 -2.83 -1.17 1.77 -0.065
C -0.8264 1.9344 0.8995 3.51 -0.27 -0.08 -0.066
N 2.7898 0.5604 0.3454 1.35 2.60 -0.38 -0.119
N 3.2699 1.5967 0.3354 0.28 -0.43 0.42 0.177
H -1.1693 -2.3387 0.8720 -0.11 0.85 -0.54 0.112
H 2.7605 -2.2641 0.1640 2.45 -1.39 0.04 0.082
H 0.8340 -3.1407 0.6701 -0.23 -1.04 -1.33 0.120
H 0.7747 -2.7090 -1.2685 -0.69 -0.71 1.58 0.151
H -1.7063 0.7657 -2.2418 0.17 0.68 -0.12 0.078
H -1.9572 2.3479 -1.1875 -0.07 0.50 -1.36 0.060
H -2.9825 0.9038 -0.9472 1.88 0.86 -1.05 0.131
H -0.0265 2.7161 0.6742 -0.75 -1.06 -0.28 0.101
H -0.4879 1.5300 1.8733 -0.63 0.05 -0.51 0.090
H -1.6904 2.4972 0.9463 -2.07 1.07 0.66 0.038
```
Positions in Å, forces in eV/Å.

Calculated values
LUMO (Ha): 0.00255
ΔE to the lowest compared entry with this formula, charge and spin (kcal/mol): 130.57
Gap between HOMO and LUMO (eV): 7.88


(3)
A 2-piece molecular cluster, C10H13N4 overall. Source: the OMol25 dataset; level of theory: ωB97M-V with the def2-TZVPD basis set.

```
27
Properties=species:S:1:pos:R:3:forces:R:3:lowdin_charge:R:1
C -2.7587 1.5308 0.5254 1.05 -0.26 0.72 -0.015
C -3.6395 0.5129 0.0483 0.47 0.80 1.13 -0.011
C -1.4104 1.1895 0.7578 -0.13 0.72 -0.60 -0.032
C -3.0900 -0.7665 -0.2030 -3.49 2.61 -0.37 -0.038
C -0.9598 0.0339 0.1672 2.83 -1.01 -0.44 -0.043
C 2.5640 1.5993 -0.1639 1.38 1.59 2.03 -0.069
C 2.5449 0.6342 0.8815 -1.40 -0.80 -1.65 -0.025
C 1.8725 1.3938 -1.2697 1.09 0.52 1.00 -0.120
C 1.7062 -0.4088 0.8008 -0.59 -0.67 -1.61 -0.276
C 0.9209 -0.6079 -0.4794 -1.02 -0.58 0.68 -0.282
N -1.7837 -0.8867 -0.3125 -1.56 2.48 1.73 0.079
N 1.4436 -1.3270 1.7935 -1.30 -1.73 -0.57 0.126
N 0.6128 -1.9410 -0.9422 -0.32 1.40 1.28 0.113
N 1.2640 0.2100 -1.4987 -0.03 0.16 -0.15 0.075
H -2.9829 2.5738 0.8413 -0.71 -1.02 -0.54 0.131
H -4.7249 0.7923 0.0611 1.13 -0.97 -0.28 0.133
H -0.6640 1.8712 1.2363 -0.92 -0.59 -0.50 0.133
H -3.8251 -1.5330 -0.3952 0.59 -0.62 -0.27 0.136
H 3.1708 2.5040 0.1621 -1.15 -0.91 -1.37 0.145
H 3.1653 0.8127 1.6774 1.16 0.11 2.11 0.096
H 1.8591 2.1045 -2.0014 -0.15 1.53 -2.12 0.099
H 2.2651 -1.6367 2.2387 1.08 -0.15 1.03 0.090
H 0.9511 -2.1997 1.4933 0.39 1.38 0.41 0.108
H 0.6052 -2.1162 -1.9381 0.41 0.07 0.22 0.115
H 1.0706 -2.6163 -0.3662 0.24 -0.70 -0.28 0.086
H -1.3896 -1.6871 -0.6547 1.52 -2.81 -1.14 0.091
H 1.2125 -0.0361 -2.4597 -0.57 -0.58 -0.45 0.156
```
Positions in Å, forces in eV/Å.

Calculated values
LUMO (Ha): -0.12137
ΔE to the lowest compared entry with this formula, charge and spin (kcal/mol): 56.66
Net charge: +1
Gap between HOMO and LUMO (eV): 7.47


(4)
C15H30N2O4P2V as an isolated structure. Source: the OMol25 dataset; level of theory: ωB97M-V with the def2-TZVPD basis set.

```
54
Properties=species:S:1:pos:R:3:forces:R:3:lowdin_charge:R:1
V -0.1133 0.9022 -0.2481 -0.43 -1.53 2.79 0.703
P -0.5851 -2.9501 2.1670 -0.54 1.47 -0.51 0.919
P 0.6015 3.3641 -1.4240 -0.30 -1.53 0.89 0.643
N 0.6673 -0.2206 -1.3096 0.21 -0.26 -0.65 -0.192
H -1.4236 -1.8043 2.3040 0.93 -0.61 -0.71 0.013
C -1.8579 -4.2227 2.1457 -0.13 -0.28 0.36 -0.204
H -1.5835 -5.0523 2.8082 -0.17 0.02 -0.33 0.058
H -2.0650 -4.5635 1.1233 0.25 0.02 0.28 0.068
H -2.7712 -3.7395 2.5207 0.24 -0.29 0.00 0.054
C 0.3766 -2.8426 3.6832 0.00 -0.27 0.55 -0.194
H 0.4088 -3.8185 4.1968 0.17 0.43 -0.19 0.060
H -0.1605 -2.1192 4.3191 0.32 -0.32 -0.11 0.060
H 1.3942 -2.4582 3.4936 -0.52 -0.24 -0.03 0.075
C 0.4393 -2.9482 0.6931 0.07 -0.20 0.04 -0.201
H 0.9844 -3.9045 0.6352 -0.20 0.23 0.05 0.074
H 1.1590 -2.1200 0.7379 -0.28 0.01 -0.09 0.058
H -0.1828 -2.8270 -0.2035 0.17 0.09 0.17 0.060
C -1.1168 3.1685 -1.9613 0.00 0.60 -0.56 -0.204
H -1.3750 4.0318 -2.5883 0.05 -0.06 -0.17 0.059
H -1.8110 3.1368 -1.1088 0.47 0.03 -0.57 0.016
H -1.1705 2.2364 -2.5586 -0.09 0.51 0.39 0.053
C 0.9596 5.0809 -1.0654 0.16 0.39 -0.21 -0.166
H 0.8924 5.6769 -1.9827 -0.11 -0.05 0.14 0.056
H 1.9829 5.1830 -0.6807 -0.30 -0.14 0.02 0.062
H 0.2286 5.4468 -0.3247 0.30 -0.25 -0.27 0.057
C 1.5354 2.6465 -2.8002 0.29 0.32 -0.22 -0.171
H 1.7930 3.3936 -3.5694 0.00 -0.26 0.28 0.056
H 0.9000 1.8656 -3.2526 0.35 0.27 0.28 0.048
H 2.4344 2.1597 -2.3905 -0.26 0.24 -0.24 0.060
C 1.2257 -0.9981 -2.2289 0.23 -0.68 -0.31 -0.473
C 0.9703 -2.5445 -4.1162 -0.03 0.02 0.04 -0.148
C 0.4089 -1.7746 -3.1164 0.25 0.06 0.22 -0.091
C 2.6517 -1.1535 -2.3844 -0.57 0.00 0.02 -0.074
C 3.1738 -1.9353 -3.4060 -0.12 0.04 -0.05 -0.146
C 2.3529 -2.6234 -4.3006 -0.03 -0.01 -0.04 -0.156
H 0.3085 -3.0936 -4.7719 -0.04 -0.10 -0.13 0.085
H -0.6742 -1.7279 -2.9615 0.33 0.05 -0.18 0.085
H 3.3052 -0.6479 -1.6715 -0.16 -0.03 -0.21 0.087
H 4.2490 -2.0106 -3.5252 0.04 0.02 0.07 0.086
H 2.7689 -3.2056 -5.1230 -0.06 0.13 0.26 0.081
C -1.2968 0.5751 2.6685 1.32 0.28 -0.56 -0.510
O -0.4020 0.3014 1.8193 -1.62 0.59 0.39 -0.127
C -2.6975 0.0904 2.5916 -0.86 -0.04 0.00 -0.057
H -3.3041 0.7270 3.2357 -0.09 0.07 -0.18 0.090
H -2.8492 -0.9064 3.0132 0.02 -0.24 0.02 0.060
H -3.1126 0.1324 1.5869 0.20 -0.11 -0.09 0.090
C -1.0683 1.5371 3.7846 0.39 -0.15 0.70 -0.038
H -1.2657 2.5565 3.4292 -0.09 -0.26 -0.08 0.078
H -0.0489 1.5270 4.1603 0.22 -0.11 -0.09 0.084
H -1.7544 1.3214 4.6111 0.14 0.09 -0.04 0.080
O -1.8948 2.0456 0.4332 -0.26 0.82 0.19 -0.301
N -1.7513 2.9645 1.3355 0.04 0.32 0.45 -0.220
O -1.7047 4.1396 0.9834 -0.18 -1.06 -0.56 -0.077
O 0.9155 2.5109 -0.1519 0.28 1.95 -1.24 -0.472
```
Positions in Å, forces in eV/Å.

Calculated values
LUMO (alpha / beta) (Ha): -0.01233 / -0.01153
⟨S²⟩: 0.94
Gap between HOMO and LUMO (alpha / beta) (eV): 3.70 / 3.40
Spin multiplicity: 2


Molar mass list, top to bottom, in g mol⁻¹: 1007.8 134.2 189.2 415.3